Computed, not measured: a 2-piece molecular cluster, C4H12N3S overall at a distorted geometry, with wB97M-V/def2-TZVPD.

## Properties
- Total energy: -19637.544 eV
- Largest force on an atom: 0.0876 Eh/bohr
- E_LUMO (spin up / spin down): -4.409 / -4.409 eV
- Spin multiplicity: 1
- Orbital gap (spin up / spin down): 8.44 / 8.44 eV
- E_HOMO (spin up / spin down): -12.9 / -12.8 eV
- Total charge: +1

Geometry (Å):
C 0.09546 0.10237 -1.89323
C -1.12919 -1.88761 1.52837
C 0.29840 2.27522 0.86225
C 0.08656 -1.33039 0.77039
N -0.62436 -0.34216 -2.89906
N -0.20913 0.02853 0.38864
N 0.62557 0.92934 0.72455
S 1.65596 0.50394 -2.23682
H -1.05518 -2.91453 1.67208
H -1.28718 -1.31982 2.54844
H -2.12769 -1.62558 1.07169
H 0.04159 2.55881 1.86211
H 1.27162 2.66300 0.62749
H -0.44802 2.73604 0.22482
H 1.11630 -1.32336 1.26931
H 0.35056 -1.96489 -0.13829
H -1.62697 -0.45444 -2.75489
H -0.37608 -0.13324 -3.86706
H 1.78087 0.87865 -0.91739
H 1.56089 0.62011 1.15658

These are the Löwdin partial charges, in e, on atoms 1 to 6: -0.575 -0.069 -0.037 -0.250 0.032 0.009

Computed, not measured: C4H12N3S as an isolated structure at a distorted geometry, with wB97M-V/def2-TZVPD.

## Properties
- Total energy: -19635.647 eV
- Largest force on an atom: 0.1274 Eh/bohr
- E_LUMO (spin up / spin down): -2.946 / -6.056 eV
- Spin multiplicity: 3
- Orbital gap (spin up / spin down): 7.21 / 7.49 eV
- E_HOMO (spin up / spin down): -10.2 / -13.5 eV
- Total charge: +1

Geometry (Å):
C -0.34133 0.86139 -0.14615
C 1.33318 0.66230 1.63727
C -1.59864 0.99209 0.71407
C 0.31008 -0.90250 -1.88269
N 0.87706 1.12683 0.51092
N 0.22454 -1.72306 0.48344
N -0.27980 -0.98805 -0.52386
S 3.06420 0.93064 1.62338
H -0.31694 1.36304 -1.09100
H 0.76922 0.10036 2.29686
H -1.70104 1.97032 1.09472
H -1.50880 0.32354 1.61331
H -2.45434 0.67205 0.12314
H 0.29548 -1.94269 -2.34945
H -0.30503 -0.15285 -2.49999
H 1.26935 -0.34231 -1.72513
H 1.67155 1.56935 -0.06691
H 1.24230 -1.81829 0.30924
H -1.21533 -1.06264 -0.57423
H 3.43263 0.08979 2.75934

These are the Löwdin partial charges, in e, on atoms 1 to 6: -0.155 -0.582 -0.006 -0.019 -0.126 0.190

Computed, not measured: one molecule with the formula C4H12N4 at a distorted geometry, with wB97M-V/def2-TZVPD.

## Properties
- Total energy: -10299.803 eV
- Largest force on an atom: 0.1095 Eh/bohr
- E_LUMO: 1.124 eV
- Spin multiplicity: 1
- SMILES: [H]/N=N/[C@@H](N)CN(C)C
- Orbital gap: 8.64 eV
- E_HOMO: -7.5 eV

Geometry (Å):
H 1.98936 1.33393 -3.62258
N 1.27591 1.22501 -2.87011
N 1.40144 0.16106 -2.26818
C 0.07591 -0.20743 -1.08614
N -0.05795 -1.59722 -0.96184
C 0.79097 0.57193 -0.05243
N -0.16448 0.49287 1.31784
C -1.54685 0.90131 1.15563
C -0.03689 -0.73731 2.06922
H -0.83275 0.26111 -1.46502
H 0.80832 -2.05808 -0.71203
H -0.49673 -2.02736 -1.76594
H 0.80926 1.64071 -0.26162
H 1.75621 0.16374 0.24643
H -1.98182 1.18271 2.12405
H -1.61278 1.78895 0.51705
H -2.18311 0.11599 0.72069
H -0.41964 -0.60346 3.09033
H -0.59016 -1.58855 1.64542
H 1.01577 -1.01990 2.17923

These are the Löwdin partial charges, in e, on atoms 1 to 6: 0.052 -0.013 -0.046 -0.351 0.073 -0.115

Computed, not measured: one molecule with the formula C4H12N4 at a distorted geometry, with wB97M-V/def2-TZVPD.

## Properties
- Total energy: -10298.695 eV
- Largest force on an atom: 0.0714 Eh/bohr
- E_LUMO: 0.920 eV
- Spin multiplicity: 1
- SMILES: C=C(N)N(C)N(C)N
- Orbital gap: 8.69 eV
- E_HOMO: -7.8 eV

Geometry (Å):
C 1.41004 -1.33427 1.41787
C 0.47445 -0.97391 0.52590
N 0.10571 -1.81029 -0.52755
N 0.49947 0.68277 0.20800
C 1.22329 1.07285 -0.98506
N -0.79534 1.15437 0.30428
C -1.70944 0.94865 -0.82167
N -1.36526 0.66528 1.46272
H 1.74776 -2.35786 1.50600
H 1.75157 -0.62882 2.15687
H 0.60775 -2.68365 -0.60767
H -0.66573 -1.64208 -1.15203
H 0.84607 0.60962 -1.90564
H 2.26203 0.77692 -0.84706
H 1.17246 2.15860 -1.08282
H -1.32931 1.43988 -1.71500
H -1.87601 -0.11249 -1.03399
H -2.65726 1.40372 -0.54391
H -0.88544 -0.42469 1.41212
H -0.81683 1.05540 2.22865

These are the Löwdin partial charges, in e, on atoms 1 to 6: 0.025 -0.397 0.086 -0.125 -0.102 -0.345

Computed, not measured: one molecule with the formula C4H12N4 at a distorted geometry, with wB97M-V/def2-TZVPD.

## Properties
- Total energy: -10300.972 eV
- Largest force on an atom: 0.0388 Eh/bohr
- E_LUMO: 1.025 eV
- Spin multiplicity: 1
- SMILES: C=NN[C@](C)(N)NC
- Orbital gap: 8.58 eV
- E_HOMO: -7.6 eV

Geometry (Å):
C 1.99039 -2.09419 -1.27927
N 0.95387 -1.83257 -0.55133
N 0.31620 -0.66726 -0.86034
C -0.56560 -0.02573 0.11006
C -1.24571 -1.03873 1.03611
N -1.57022 0.71514 -0.60172
N 0.26363 0.85956 0.89877
C 0.43726 2.27678 0.62796
H 2.37224 -1.41003 -2.05390
H 2.55241 -3.02607 -1.11215
H 0.47945 -0.19389 -1.74410
H -1.88534 -0.52582 1.76332
H -0.51410 -1.62434 1.60318
H -1.87270 -1.73369 0.46741
H -2.55734 0.53991 -0.43132
H -1.37427 1.44095 -1.27946
H 0.74732 0.44400 1.68824
H -0.53277 2.77252 0.54961
H 1.01568 2.40185 -0.29088
H 0.98959 2.72162 1.45982

These are the Löwdin partial charges, in e, on atoms 1 to 6: -0.085 -0.038 -0.039 -0.633 -0.035 0.082